14
Properties=species:S:1:pos:R:3:forces:R:3:mulliken_charge:R:1 method="wB97M-V/def2-TZVPD" total_energy_ha=-742.7230 e_lumo_ev=-3.65 gap_ha=0.4029 largest_force_ha_per_bohr=0.1146 e_homo_ev=-14.61 total_charge=+1 e_above_lowest_kcal_mol=5.0
C -1.681613 -0.199120 -0.078967 1.97 -0.53 0.59 0.47
C 0.788156 0.230578 0.109664 0.24 -0.96 1.43 0.75
C -0.495389 0.852530 0.400548 -2.96 -0.40 -5.08 -0.70
N -1.407269 -1.403297 -0.345785 -1.30 -0.19 -0.77 -0.59
N 1.103187 -0.986217 0.488844 0.27 0.77 0.06 -0.31
N 1.729744 0.922144 -0.447311 1.98 -1.86 0.13 -0.32
Cl -3.209213 0.500511 0.005335 -0.88 0.50 -0.14 -0.11
H -0.763271 1.083165 1.375834 0.17 0.57 1.96 0.39
H -0.618929 1.775963 -0.327972 0.14 -1.66 1.80 0.31
H -2.192206 -2.054089 -0.693882 1.23 1.65 0.94 0.30
H 0.480849 -1.725447 0.697566 -1.17 -0.24 0.26 0.25
H 2.009690 -1.273596 0.240753 1.21 -0.67 -0.17 0.17
H 1.613059 1.784212 -0.837813 -0.57 2.74 -0.91 0.19
H 2.643201 0.492669 -0.586817 -0.33 0.29 -0.10 0.20

---

12
Properties=species:S:1:pos:R:3:forces:R:3:mulliken_charge:R:1 method="wB97M-V/def2-TZVPD" total_energy_ha=-868.0235 e_lumo_ev="0.84 / -1.77" gap_ha="0.2290 / 0.3153" largest_force_ha_per_bohr=0.1730 e_homo_ev="-5.39 / -10.35" e_above_lowest_kcal_mol=16.4 spin_multiplicity=3
C 0.494510 -0.122983 -0.426055 5.46 1.29 -5.20 0.01
C -0.756037 -0.244167 0.086151 -8.38 -0.67 2.93 -0.67
C 1.644176 -0.629221 0.316315 1.83 -1.44 -2.29 -1.02
Si -2.643253 -0.037726 -0.778769 4.07 -4.05 1.71 0.52
Cl -3.969570 0.146117 0.702667 -0.66 0.30 0.39 -0.19
H 0.554150 0.165882 -1.518838 0.49 -0.06 1.42 0.28
H -0.728378 -0.342339 1.176031 -0.58 0.38 0.01 0.37
H 2.670400 -0.534904 -0.188049 -1.63 -0.20 0.23 0.28
H 1.509597 -1.702509 0.579317 0.04 0.26 0.13 0.30
H 1.782464 -0.096365 1.199680 -0.08 0.90 2.05 0.32
H -2.833694 -1.317400 -1.584092 -0.41 0.79 0.37 -0.08
H -2.291771 0.981750 -1.599493 -0.14 2.51 -1.75 -0.13

---

13
Properties=species:S:1:pos:R:3:forces:R:3:mulliken_charge:R:1 method="wB97M-V/def2-TZVPD" total_energy_ha=-268.2519 e_lumo_ev=-4.11 gap_ha=0.3403 largest_force_ha_per_bohr=0.2910 e_homo_ev=-13.37 total_charge=+1 e_above_lowest_kcal_mol=146.0
Cs 2.055317 -1.910872 -1.470212 12.45 -1.43 -8.17 1.00
C 0.244571 -1.712498 0.251967 -2.15 -0.01 0.03 -3.04
C -0.351018 -0.348216 0.594785 0.49 -0.71 -0.04 0.99
O -0.937143 -0.256266 1.617848 -1.16 0.45 1.83 -0.51
N -0.177609 0.653936 -0.288899 0.54 0.07 -0.19 -0.11
C -0.514687 2.063559 -0.039933 -0.72 0.22 -1.05 -0.89
H 0.735797 -1.785861 -0.718304 -9.70 1.33 6.46 1.73
H -0.567001 -2.435241 0.167691 -0.18 -0.04 0.59 0.39
H 0.991439 -2.042207 0.974171 -0.19 0.05 0.37 0.45
H 0.515385 0.417473 -0.984556 -0.32 0.89 -0.21 0.02
H -0.844135 2.452200 -1.003530 0.60 0.29 -0.18 0.35
H 0.286842 2.667323 0.385664 0.04 -0.27 -0.04 0.31
H -1.437758 2.236670 0.513307 0.30 -0.84 0.59 0.32

---

11
Properties=species:S:1:pos:R:3:forces:R:3:mulliken_charge:R:1 method="wB97M-V/def2-TZVPD" total_energy_ha=-218.3249 e_lumo_ev=1.15 gap_ha=0.4478 largest_force_ha_per_bohr=0.0697 e_homo_ev=-11.03 e_above_lowest_kcal_mol=23.4 smiles=CC(C)F
C 0.712317 0.933767 0.517916 -1.08 -2.75 -1.12 -1.04
C -0.567811 0.267714 -0.120776 -0.08 2.59 0.25 0.60
C -0.160032 -1.118201 -0.382598 -1.38 -2.97 1.45 -1.34
H 0.832441 1.774784 -0.130440 1.36 0.53 -0.09 0.35
H 1.462362 0.067308 0.728871 -0.65 2.31 -0.97 0.27
H 0.327877 1.201825 1.440598 -0.08 1.15 2.06 0.29
H -1.474194 0.603119 0.548507 1.48 -1.65 -1.31 0.21
H 0.111573 -1.626261 0.614356 -0.22 0.84 -1.37 0.34
H 0.662644 -1.276755 -1.076524 0.15 0.65 0.08 0.33
H -0.980302 -1.732871 -0.747195 -0.21 -0.06 -0.23 0.33
F -0.926874 0.905570 -1.392714 0.70 -0.64 1.26 -0.34

---

13
Properties=species:S:1:pos:R:3:forces:R:3:mulliken_charge:R:1 method="wB97M-V/def2-TZVPD" total_energy_ha=-372.7461 e_lumo_ev="-0.47 / 0.43" gap_ha="0.2707 / 0.3879" largest_force_ha_per_bohr=0.0729 e_homo_ev="-7.83 / -10.12" e_above_lowest_kcal_mol=163.8
C 1.451148 0.125046 -0.586008 2.24 -0.99 2.84 -0.92
C -1.142382 0.504405 -0.656912 0.75 -1.19 0.13 -1.00
C 0.091267 -0.382405 -0.657415 -0.85 0.24 0.28 -0.04
N -0.227123 -0.981592 1.798182 1.72 0.49 -0.57 0.06
F 0.014526 0.340325 2.265213 -0.98 -1.12 -0.23 -0.16
F -1.526661 -1.256448 2.012722 -0.34 0.78 0.10 -0.12
H 1.832065 0.846102 -1.273795 0.04 0.06 -1.45 0.36
H 1.644334 0.745824 0.325988 -0.72 -0.36 -0.07 0.27
H 2.182184 -0.746157 -0.374767 -0.94 1.39 -0.97 0.27
H -0.980667 1.530165 -0.410535 0.76 0.57 1.25 0.29
H -1.805513 -0.004620 0.054063 -0.55 0.64 -0.54 0.26
H -1.577985 0.734515 -1.615836 -0.53 -1.09 -0.78 0.38
H 0.044807 -1.455161 -0.880900 -0.60 0.58 0.01 0.36

---

23
Properties=species:S:1:pos:R:3:forces:R:3:mulliken_charge:R:1 method="wB97M-V/def2-TZVPD" total_energy_ha=-2041.6848 e_lumo_ev=3.12 gap_ha=0.3027 largest_force_ha_per_bohr=0.0263 e_homo_ev=-5.12 total_charge=-1
N -0.472460 -3.105691 0.833777 -0.25 -0.46 -0.20 -0.70
P -0.684975 -3.433401 -0.827230 0.45 -1.04 -0.37 0.28
O -2.284511 -3.256712 -1.067026 0.03 0.11 0.58 -0.46
S 0.175484 -1.702153 -1.847271 -0.30 0.19 -0.64 1.02
O 1.450905 -1.498318 -1.169198 -0.05 0.27 0.53 -0.64
O 0.296386 -2.147846 -3.215369 -0.23 -0.04 -0.22 -0.73
N -0.805879 -0.408069 -1.865559 0.81 -0.21 0.76 -0.59
S -1.043222 0.310380 -0.465992 -1.11 0.67 -0.40 1.26
O -1.632171 -0.562788 0.543534 0.25 -0.30 0.12 -0.69
O -1.835015 1.500234 -0.705176 0.14 0.04 -0.24 -0.78
C 0.521330 0.916375 0.203900 -0.17 0.15 -0.01 -0.77
C 0.360769 2.377078 0.628442 0.45 -0.93 -0.08 -0.93
C 1.629773 2.908700 1.272018 0.09 0.34 -0.02 0.96
F 2.587529 1.970955 1.488577 -0.41 0.45 0.02 -0.28
F 1.374857 3.495738 2.472711 0.19 -0.22 -0.27 -0.30
F 2.208481 3.870326 0.500865 -0.06 -0.31 0.26 -0.30
H 0.341980 -2.521959 0.971341 0.09 0.11 0.14 0.35
H -1.285933 -2.662432 1.238127 0.16 0.40 0.09 0.33
H -2.622411 -2.524618 -0.529281 -0.15 0.37 -0.22 0.35
H 0.766884 0.287908 1.047541 0.14 -0.22 0.08 0.38
H 1.270361 0.807686 -0.564960 0.21 -0.14 -0.11 0.45
H 0.147458 2.943344 -0.264355 -0.16 0.42 0.00 0.37
H -0.465621 2.435262 1.320587 -0.14 0.35 0.19 0.41

---

14
Properties=species:S:1:pos:R:3:forces:R:3:mulliken_charge:R:1 method="wB97M-V/def2-TZVPD" total_energy_ha=-472.1577 e_lumo_ev="-7.96 / -14.28" gap_ha="0.4827 / 0.2714" largest_force_ha_per_bohr=0.0856 e_homo_ev="-21.09 / -21.67" total_charge=+2 spin_multiplicity=6
O 0.867265 0.974498 0.503759 -0.65 1.11 -0.89 -0.55
Ir 2.583188 0.387265 0.341595 -1.78 1.31 0.91 1.44
F 4.196580 -0.128449 0.023842 4.09 -1.44 -0.79 -0.18
C -0.059423 -1.542178 -1.011542 0.32 -0.76 0.55 -0.65
O -0.195301 -0.784944 0.180858 -0.45 -1.49 -0.69 -0.06
C -0.410821 0.618898 0.039484 0.57 0.53 1.20 0.37
C -1.354374 1.139521 1.074320 -1.81 -0.22 -1.09 -0.99
H 0.329782 -2.524680 -0.733997 -0.27 0.10 -0.01 0.29
H -1.060799 -1.627400 -1.462565 -0.20 0.04 -0.19 0.37
H 0.607891 -1.040608 -1.725425 -0.26 0.30 -0.12 0.46
H -0.886239 1.324328 2.049798 -0.04 0.46 -0.59 0.37
H -0.649167 0.873550 -1.002967 0.42 0.03 0.22 0.44
H -1.844428 1.951984 0.461919 0.25 -0.20 1.60 0.31
H -2.124156 0.378209 1.260926 -0.17 0.23 -0.13 0.38

---

14
Properties=species:S:1:pos:R:3:forces:R:3:mulliken_charge:R:1 method="wB97M-V/def2-TZVPD" total_energy_ha=-382.6174 e_lumo_ev=4.36 gap_ha=0.2532 largest_force_ha_per_bohr=0.0434 e_homo_ev=-2.53 total_charge=-1 e_above_lowest_kcal_mol=11.4
C -0.017878 0.545653 0.796786 0.26 -0.54 2.15 0.09
H 0.810404 -0.261190 -0.956541 -0.06 -0.08 0.33 0.11
F 0.136295 0.378498 2.276180 -0.06 0.09 -1.29 -0.33
C 0.930218 -0.452465 0.136061 0.08 0.53 -0.39 -0.66
H 1.960691 -0.206171 0.424782 -0.31 -0.09 -0.01 0.28
N 0.471168 1.872164 0.561246 -0.26 -0.13 -0.58 -0.80
H -0.218835 2.529366 0.925506 0.14 -0.11 -0.14 0.29
H 0.448630 1.966456 -0.480499 -0.27 -0.05 0.39 0.28
N -1.385434 0.182798 0.568060 0.20 0.34 -0.28 -0.83
H -1.507556 0.257860 -0.460112 0.14 0.17 0.11 0.20
H -1.981324 0.895854 0.987822 0.11 -0.13 -0.10 0.24
C 0.649836 -1.848547 0.431032 -0.16 -0.91 0.23 0.34
N 0.486923 -2.974999 0.634475 0.15 0.87 -0.17 -0.50
H -0.522523 1.055652 -1.887812 0.05 0.04 -0.26 0.28

---

14
Properties=species:S:1:pos:R:3:forces:R:3:mulliken_charge:R:1 method="wB97M-V/def2-TZVPD" total_energy_ha=-382.3031 e_lumo_ev="-4.53 / -4.53" gap_ha="0.3311 / 0.3312" largest_force_ha_per_bohr=0.0707 e_homo_ev="-13.54 / -13.54" total_charge=+1 e_above_lowest_kcal_mol=56.5
C -1.065441 -0.568008 -0.210517 0.48 -0.05 1.03 -0.01
C 1.409056 0.442242 0.029716 -2.08 -0.26 1.06 0.67
C -0.080638 -1.136146 0.599258 -0.25 -0.76 -3.55 -0.51
N -1.852277 0.458750 0.126649 0.37 1.45 0.97 -0.41
N 0.854023 1.504433 0.199306 2.19 -0.99 -0.30 -0.41
N 2.392406 -0.387207 -0.275528 1.78 2.19 -0.70 -0.38
F 0.535344 -2.283045 0.097353 -0.71 1.16 0.76 -0.29
H -1.250219 -0.767764 -1.247415 0.54 -1.12 -0.32 0.33
H 0.068767 -0.974800 1.619929 -0.02 0.03 1.48 0.57
H -2.324248 0.952098 -0.635136 0.10 -0.25 0.64 0.23
H -1.776065 0.968615 1.029763 -0.52 -0.94 -0.88 0.33
H -0.105926 1.712254 0.453218 0.16 0.05 -0.48 0.28
H 2.604958 -1.280684 0.173307 -0.81 0.39 -0.07 0.29
H 3.258633 0.129239 -0.600256 -1.25 -0.89 0.36 0.31

---

13
Properties=species:S:1:pos:R:3:forces:R:3:mulliken_charge:R:1 method="wB97M-V/def2-TZVPD" total_energy_ha=-347.9346 e_lumo_ev="-5.95 / -5.95" gap_ha="0.3400 / 0.3401" largest_force_ha_per_bohr=0.0930 e_homo_ev="-15.20 / -15.20" total_charge=+1 e_above_lowest_kcal_mol=104.5
C 2.035259 -0.339394 0.066175 -0.96 0.06 1.38 0.38
C -0.748140 0.484598 1.108179 -1.08 -0.75 1.96 -0.80
C -0.619919 0.011705 -1.212542 3.66 0.46 -3.04 -1.05
N -0.306356 -0.412602 0.094262 2.64 0.08 -0.33 0.15
O 2.423651 0.274912 0.930419 -0.45 -0.02 -0.46 -0.09
F -0.761539 -1.673131 0.337614 -0.33 -0.76 -0.08 -0.18
H 2.309653 -1.007761 -0.732780 -0.27 -0.28 -0.65 0.40
H -1.502319 0.024013 1.826514 0.85 0.50 -1.25 0.33
H 0.131160 0.661902 1.652044 1.04 0.69 1.45 0.33
H -1.077338 1.418870 0.711702 -0.48 0.45 -0.40 0.36
H -1.593572 0.286889 -1.291756 -3.14 0.42 -0.53 0.49
H -0.021082 0.964316 -1.463699 -0.75 -1.25 0.77 0.37
H -0.269463 -0.694317 -2.026129 -0.73 0.41 1.18 0.31

---

12
Properties=species:S:1:pos:R:3:forces:R:3:mulliken_charge:R:1 method="wB97M-V/def2-TZVPD" total_energy_ha=-293.5557 e_lumo_ev=0.87 gap_ha=0.3922 largest_force_ha_per_bohr=0.0897 e_homo_ev=-9.80 e_above_lowest_kcal_mol=23.9 smiles=C[C@@H](F)CO
C 1.084406 -0.581731 -0.707499 0.48 0.56 -0.81 -0.95
C -0.729690 0.809686 0.373873 -0.10 -3.12 1.55 -0.72
C 0.360736 -0.539834 0.599316 -3.68 2.41 1.39 0.35
O -1.476342 0.648319 -0.832490 1.95 0.80 0.23 -0.52
F 1.203182 -0.258246 1.666810 0.10 0.27 -0.07 -0.32
H 2.189682 -0.331783 -0.642348 -1.44 -0.13 0.30 0.29
H 0.544022 0.183359 -1.359343 1.17 -1.42 0.32 0.28
H 1.025202 -1.575631 -1.116813 -0.04 -0.27 -0.60 0.24
H -1.385333 0.967284 1.260506 0.26 -0.52 -0.53 0.39
H -0.107858 1.648659 0.367435 1.05 1.42 -0.68 0.37
H -0.362131 -1.324789 1.048640 1.52 0.49 -1.59 0.29
H -2.345877 0.354708 -0.658084 -1.27 -0.50 0.51 0.31

---

14
Properties=species:S:1:pos:R:3:forces:R:3:mulliken_charge:R:1 method="wB97M-V/def2-TZVPD" total_energy_ha=-766.8910 e_lumo_ev="-1.40 / -1.20" gap_ha="0.2876 / 0.3408" largest_force_ha_per_bohr=0.0674 e_homo_ev="-9.23 / -10.47" e_above_lowest_kcal_mol=86.7
C 0.761807 -0.295207 -1.063659 2.72 -1.22 -1.12 -0.85
C 0.708339 0.978637 1.017701 2.00 0.41 2.79 -1.04
C 1.019494 -0.416562 0.518791 0.80 -0.15 -2.54 0.37
O -3.238729 -1.548674 -0.134639 -0.20 -0.66 -0.18 -0.35
O 0.143005 -1.311265 0.897432 -1.14 -1.29 0.64 -0.38
F -2.478203 0.589051 -1.213426 -0.30 -0.51 0.96 -0.27
S -2.863141 -0.205563 0.204517 0.40 1.15 -0.75 0.59
H 1.144019 -1.198388 -1.692278 -0.45 1.77 1.26 0.28
H -0.245670 -0.288333 -1.116255 -3.41 -0.21 -0.54 0.14
H 1.032249 0.696850 -1.476145 0.59 -0.70 0.40 0.34
H 0.732497 0.985199 2.169406 -0.10 -0.01 -1.59 0.30
H -0.284040 1.334141 0.729201 0.32 -0.16 -0.34 0.23
H 1.543885 1.641603 0.710374 -0.81 0.02 0.02 0.34
H 2.024483 -0.961483 0.448977 -0.42 1.57 0.99 0.30